[1]
C30H21F2N5O4Ti | ωB97M-V with the def2-TZVPD basis set

The orbital gap (alpha / beta) comes out at 4.135 / 6.923 eV. The molar mass is 601.4 g mol⁻¹. For the highest occupied orbital energy (alpha / beta), the calculation gives -5.45 / -8.46 eV. For the strongest force on any atom, the calculation gives 0.3 eV Å⁻¹. The energy relative to the best compared isomer or geometry (same formula, charge and spin) comes out at 0.1475 eV.

Geometry as ORCA input:
```
! RIJCOSX wB97M-V def2-TZVPD def2/J DEFGRID3
* xyz 0 3
N 1.41 1.05 0.10
Ti 0.48 -0.87 0.17
C -2.02 -1.24 -1.50
N -1.09 -0.29 -1.29
C 1.76 5.24 3.53
H -0.51 1.67 -1.54
O -5.99 -3.88 -2.62
C 2.70 2.56 -1.40
H -2.58 2.31 -2.77
H -1.33 2.05 5.41
C -2.34 -4.85 -0.60
C -0.27 -3.91 0.18
C -3.44 0.36 -2.62
H 3.37 -2.20 -2.14
N 1.38 2.01 0.92
C 2.28 -2.16 -2.21
H 0.66 -4.00 0.72
F 2.85 -0.96 1.76
C 2.06 -1.99 1.21
N -4.96 -4.23 -2.03
C -0.17 0.89 2.44
C 0.08 3.12 4.16
C -1.28 0.94 -1.73
N -0.59 -2.71 -0.32
C 0.20 4.22 5.04
C -3.26 -0.97 -2.15
C 3.19 0.39 -3.07
H -0.37 4.21 5.96
C -2.71 -3.60 -1.13
C -0.78 2.02 4.48
H 3.85 3.70 -2.79
H 3.37 -0.45 -3.73
C -1.13 -4.99 0.05
C 2.42 0.24 -1.93
O 1.81 -0.95 -1.59
O -4.81 -5.40 -1.62
C 1.66 4.18 2.67
C -2.46 1.29 -2.42
C 2.19 1.31 -1.07
O -0.33 -0.15 1.67
C -4.19 -1.98 -2.30
H -1.54 0.11 3.90
C -3.95 -3.28 -1.82
H 2.23 4.17 1.76
C 3.46 2.72 -2.55
H 4.31 1.76 -4.26
H 2.49 3.39 -0.74
C 0.81 3.09 2.96
H 2.79 -2.67 0.74
H 1.84 -2.98 -1.65
H 1.95 -2.20 -3.24
C -0.90 0.95 3.66
H -0.84 -5.95 0.47
C -1.76 -2.56 -0.98
H -5.13 -1.79 -2.80
C 0.68 1.95 2.08
H -3.02 -5.67 -0.69
H 2.41 6.06 3.29
C 3.71 1.64 -3.37
C 1.02 5.26 4.73
H -4.35 0.62 -3.13
F 1.58 -2.69 2.32
H 1.11 6.10 5.41
*
```

[2]
C7H10N2O6 | ωB97M-V with the def2-TZVPD basis set

The orbital gap (alpha / beta) comes out at 9.310 / 9.310 eV. The molar mass is 218.2 g mol⁻¹. For the highest occupied orbital energy (alpha / beta), the calculation gives -8.76 / -8.76 eV. For the strongest force on any atom, the calculation gives 4.5 eV Å⁻¹. The energy relative to the best compared isomer or geometry (same formula, charge and spin) comes out at 6.7206 eV. Its structure (SMILES) is C/[N+]([O-])=C1/CO[C@H]2[C@H](O[N+](=O)[O-])CO[C@@H]12.

Geometry as ORCA input:
```
! RIJCOSX wB97M-V def2-TZVPD def2/J DEFGRID3
* xyz 0 1
O -4.88 0.38 -0.09
H 3.89 0.85 -0.14
H -1.17 2.48 0.54
C 3.00 0.88 0.46
C 0.37 0.38 -1.01
O 0.33 1.60 -0.32
H -0.38 1.73 1.78
N 2.60 -0.49 0.22
H 3.30 0.81 1.54
O -0.62 -1.73 -0.82
H 0.87 -2.78 -1.45
H -1.57 -0.41 1.14
O -3.66 -0.83 1.14
C 1.51 -0.83 -0.42
C 0.74 -2.11 -0.55
C -0.88 -0.39 -0.92
C -0.66 1.57 0.65
H -1.71 -0.30 -1.63
H 2.12 1.48 0.14
H 0.71 -2.72 0.28
N -3.90 0.05 0.40
O -2.80 0.83 0.01
O 3.41 -1.39 0.60
H 0.90 0.60 -1.92
C -1.51 0.35 0.34
*
```

[3]
C28H58O8S | ωB97M-V with the def2-TZVPD basis set

The orbital gap comes out at 3.266 eV. The molar mass is 554.8 g mol⁻¹. For the highest occupied orbital energy, the calculation gives 0.15 eV. For the strongest force on any atom, the calculation gives 1.8 eV Å⁻¹.

Geometry as ORCA input:
```
! RIJCOSX wB97M-V def2-TZVPD def2/J DEFGRID3
* xyz -2 1
H -3.34 -4.34 2.91
C 3.83 -2.48 -2.88
C -3.64 -3.67 -2.50
C -3.47 -3.24 2.70
H 5.96 -3.37 -1.55
O -1.10 6.50 -0.07
H -2.68 -3.28 -2.90
H 2.10 -1.81 -4.13
H -5.46 -4.41 2.89
C -0.14 -0.44 -2.57
H 4.78 -2.35 1.11
H -0.61 7.06 1.90
C -3.73 -3.10 1.16
O -2.19 -1.19 1.14
C -3.28 -1.84 -1.01
O 1.59 4.49 5.68
H -2.21 -2.07 -1.22
H 7.98 0.98 1.50
H -0.69 1.14 2.74
H 1.14 0.83 -1.35
O 0.31 5.98 4.26
H -2.11 3.46 1.34
H -4.29 -1.03 0.82
C 5.16 -2.11 0.09
O -5.81 -3.65 3.38
C -1.42 0.50 -2.58
H -2.91 0.68 0.64
H 6.42 1.88 1.43
H 4.15 -3.00 -3.81
S 1.17 4.76 4.29
H -4.73 -0.74 -2.26
H -0.05 5.43 1.47
C 2.52 -0.32 -2.61
C -2.34 0.22 1.48
H 7.28 -1.82 -0.62
H -4.41 -3.71 -3.31
H -1.54 1.05 -1.61
H -2.42 -1.22 -3.48
C 2.39 -1.82 -3.05
H 2.94 -3.27 -0.94
O -4.17 -2.91 -1.41
C -3.71 -0.56 -1.82
H 3.64 -4.50 -2.03
H -2.54 -2.74 3.06
H 6.49 0.27 2.26
H -2.47 2.55 -0.19
H -0.08 1.67 -0.24
C 5.12 -3.41 -0.81
H -0.23 -1.09 -1.67
H 1.02 1.34 -3.06
H 0.30 2.56 1.26
H -3.29 0.35 -3.80
H -2.08 5.68 -1.69
H 3.10 0.25 -3.37
H -2.66 1.15 3.51
H -3.53 -4.73 -2.13
C -0.90 0.81 1.70
H -1.87 5.72 1.69
C -1.88 5.44 -0.61
H 0.05 4.30 -0.25
O 0.40 3.60 3.76
C 6.50 0.14 0.03
H -3.16 -3.92 0.66
C -3.41 -1.68 0.56
H -4.95 -1.71 3.42
H 4.58 -1.67 -2.67
C -1.02 4.12 -0.53
C -4.69 -2.78 3.59
H -2.87 5.31 -0.10
C -3.13 0.39 2.85
H -4.34 -2.85 4.66
C -1.65 3.02 0.43
C 3.78 -3.46 -1.64
C -0.51 1.99 0.73
H -1.22 1.28 -3.36
H -0.19 -0.03 1.48
C -2.74 -0.24 -3.03
C 6.87 0.85 1.38
C 1.14 0.45 -2.40
H 5.22 -4.34 -0.18
H 5.46 0.46 -0.24
H -4.19 0.69 2.71
H -4.83 -3.28 1.01
H 1.68 -2.41 -2.44
H -3.06 -0.58 3.41
C -0.90 6.14 1.33
H -1.02 3.66 -1.56
H -3.80 0.37 -1.22
O 2.36 4.99 3.43
C 6.59 -1.45 0.18
H 7.22 0.44 -0.78
H 4.45 -1.38 -0.36
H 7.02 -1.64 1.19
H 3.10 -0.24 -1.65
H -0.17 -1.03 -3.52
*
```